No. 1
The following is a quantum chemistry calculation of a 9-piece molecular cluster, C20H58O16 overall in a non-equilibrium geometry, from the Open Molecules 2025 dataset.

Summary:
SMILES string: CC(C)O.CC(C)O.OCCO.OCCO.OCCO.OCCO.OCCO.OCCO.OCCO
LUMO energy: -0.07 eV
Net charge: 0
DFT total energy: -54436.72564 eV
ΔE to the lowest compared entry with this formula, charge and spin: 4.60 kcal per mole
F_max: 2.54 eV Å⁻¹

Each line ends with the Mulliken charge.
Geometry (Å):
C -3.864 1.350 -0.606  -1.330
C -3.393 2.134 0.590  0.760
C -4.509 2.130 1.628  -1.569
O -2.282 1.561 1.294  0.886
H -4.357 0.459 -0.295  0.269
H -2.997 1.149 -1.278  0.177
H -4.635 1.943 -1.146  0.441
H -3.145 3.185 0.318  0.082
H -4.086 2.343 2.612  0.335
H -4.975 1.167 1.673  0.318
H -5.216 2.898 1.267  0.433
H -1.625 1.185 0.681  -0.111
C 0.982 -1.750 -0.825  -1.349
C 0.587 -0.791 0.284  1.537
C 1.690 0.059 0.810  -0.363
O -0.485 0.029 -0.191  -0.062
H 1.725 -2.455 -0.458  0.400
H 1.338 -1.181 -1.648  0.309
H 0.155 -2.403 -1.091  0.237
H 0.160 -1.362 1.133  -0.369
H 2.011 0.689 -0.042  -0.032
H 2.548 -0.492 1.179  0.272
H 1.228 0.636 1.583  -0.206
H -1.019 -0.490 -0.776  -0.400
O -0.202 4.649 -2.140  -0.608
C -0.173 3.870 -0.962  0.175
C -0.572 4.706 0.198  -0.238
O -1.760 5.394 -0.228  -0.567
H -1.117 5.000 -2.212  0.361
H -0.811 3.024 -1.224  -0.099
H 0.838 3.422 -0.800  0.166
H 0.217 5.459 0.310  0.467
H -0.724 4.148 1.150  0.088
H -1.833 6.259 0.150  0.271
O 0.752 3.252 5.394  -0.568
C -0.006 2.034 5.410  -0.551
C -0.612 1.737 4.034  0.539
O -1.428 2.838 3.642  -0.635
H 0.330 3.970 4.907  0.319
H 0.694 1.306 5.843  0.298
H -0.895 2.118 6.083  0.292
H -1.174 0.786 4.097  -0.142
H 0.151 1.533 3.263  -0.212
H -1.789 2.512 2.785  0.215
O 4.355 -0.805 -0.658  -0.436
C 5.500 -1.570 -1.096  -0.706
C 6.753 -0.736 -1.360  -0.233
O 6.935 0.174 -0.271  -0.545
H 4.597 -0.105 -0.041  0.361
H 5.635 -2.417 -0.460  0.394
H 5.230 -2.039 -2.021  0.338
H 6.559 -0.123 -2.264  0.124
H 7.608 -1.374 -1.547  0.323
H 7.171 0.995 -0.724  0.346
O 5.124 3.076 -4.112  -0.545
C 3.757 2.699 -4.426  -0.691
C 3.204 2.050 -3.165  0.173
O 4.038 0.911 -3.010  -0.503
H 5.571 2.267 -3.858  0.312
H 3.280 3.614 -4.721  0.386
H 3.642 1.960 -5.239  0.272
H 2.180 1.745 -3.387  0.171
H 3.173 2.747 -2.340  0.233
H 3.947 0.555 -2.114  0.220
O -1.885 -1.788 4.623  -0.530
C -2.931 -1.777 3.616  -1.040
C -2.464 -1.550 2.165  0.650
O -1.870 -2.787 1.715  -0.285
H -1.571 -2.708 4.639  0.327
H -3.520 -2.716 3.643  0.481
H -3.689 -0.951 3.804  0.337
H -1.719 -0.801 2.073  -0.079
H -3.419 -1.222 1.711  -0.109
H -2.060 -2.947 0.788  0.146
O -2.305 -1.288 -2.023  -0.252
C -2.236 -1.459 -3.431  -0.498
C -2.538 -2.913 -3.796  -0.496
O -1.523 -3.731 -3.244  -0.483
H -3.179 -1.537 -1.748  0.141
H -2.863 -0.706 -3.919  0.368
H -1.198 -1.297 -3.784  0.216
H -2.437 -2.923 -4.866  0.400
H -3.564 -3.228 -3.474  0.267
H -1.698 -3.746 -2.290  0.222
O -0.715 -5.293 2.022  -0.606
C 0.215 -5.095 0.969  -0.244
C -0.496 -5.416 -0.358  -0.677
O -1.541 -4.498 -0.570  -0.510
H -1.281 -4.518 1.995  0.475
H 0.517 -4.052 1.074  0.076
H 0.965 -5.823 1.036  0.467
H -0.825 -6.464 -0.331  0.422
H 0.238 -5.422 -1.162  0.316
H -2.387 -4.977 -0.459  0.274

=====

No. 2
The following is a quantum chemistry calculation of a 9-piece molecular cluster, C20H58O9 overall in a non-equilibrium geometry, from the Open Molecules 2025 dataset.

Summary:
SMILES string: CC(C)O.CC(C)O.CC(C)O.CCO.CCO.CCO.CCO.CCO.CO
LUMO energy: 0.27 eV
Net charge: 0
DFT total energy: -40103.27686 eV
ΔE to the lowest compared entry with this formula, charge and spin: 92.06 kcal per mole
F_max: 5.83 eV Å⁻¹

Each line ends with the Mulliken charge.
Geometry (Å):
C 28.126 4.574 28.850  -1.060
C 27.996 5.369 27.579  1.336
C 28.666 6.691 27.759  -1.555
O 28.476 4.724 26.423  -0.596
H 29.021 3.972 29.006  0.430
H 27.306 3.864 28.962  0.208
H 28.072 5.141 29.779  0.128
H 26.961 5.693 27.470  -0.269
H 28.324 7.168 28.678  0.272
H 28.335 7.353 26.960  0.392
H 29.755 6.746 27.781  0.365
H 28.240 3.801 26.540  0.350
C 22.277 -0.592 28.812  -1.294
C 23.367 0.183 28.270  0.486
C 23.980 1.294 29.177  -0.602
O 24.379 -0.817 28.113  -0.548
H 22.036 -1.468 28.210  0.335
H 21.318 -0.085 28.918  0.327
H 22.491 -0.809 29.859  0.311
H 23.069 0.583 27.301  0.229
H 24.763 1.776 28.591  0.173
H 24.481 0.868 30.046  0.457
H 23.296 2.041 29.579  -0.158
H 24.112 -1.222 27.285  0.326
C 23.033 5.489 35.634  -1.404
C 22.952 6.996 35.449  1.461
C 21.502 7.442 35.550  -1.325
O 23.682 7.421 36.455  -0.600
H 22.437 4.935 34.909  0.139
H 22.576 5.209 36.583  0.532
H 24.056 5.126 35.531  0.225
H 23.493 7.218 34.529  -0.304
H 21.136 7.364 36.574  0.308
H 20.833 7.183 34.730  0.216
H 21.484 8.495 35.270  0.416
H 24.130 6.690 36.886  0.354
C 23.478 9.471 28.933  -1.455
C 23.661 8.135 29.498  0.336
O 24.723 7.560 28.897  -0.472
H 24.367 10.094 28.837  0.359
H 22.852 10.075 29.590  0.414
H 22.858 9.350 28.045  0.294
H 22.717 7.612 29.342  0.127
H 23.834 8.353 30.552  0.057
H 25.544 7.931 29.227  0.265
C 21.971 5.209 26.967  -0.997
C 23.408 4.642 26.933  -0.344
O 24.039 4.736 28.194  -0.045
H 21.475 4.566 27.694  0.192
H 21.501 5.143 25.985  0.408
H 21.885 6.229 27.341  0.210
H 23.976 5.282 26.258  0.276
H 23.348 3.617 26.567  0.383
H 24.111 5.679 28.358  -0.120
C 27.260 7.727 34.669  -1.275
C 26.770 7.757 33.276  0.706
O 27.179 9.010 32.603  -0.600
H 28.308 8.019 34.750  0.328
H 27.135 6.841 35.291  0.278
H 26.677 8.408 35.289  0.355
H 25.694 7.631 33.151  -0.092
H 27.272 6.955 32.736  0.004
H 26.582 9.726 32.832  0.313
C 26.739 2.912 34.671  -0.526
C 27.346 2.185 35.843  -0.577
O 28.481 1.336 35.547  -0.505
H 25.821 3.418 34.967  0.050
H 26.435 2.221 33.884  0.303
H 27.412 3.651 34.234  0.330
H 26.589 1.466 36.158  0.297
H 27.493 2.964 36.590  0.324
H 29.250 1.898 35.424  0.297
C 20.078 4.625 32.425  -1.293
C 21.175 4.935 31.433  0.704
O 21.106 3.795 30.571  -0.555
H 19.722 5.562 32.854  0.253
H 20.559 3.948 33.132  0.303
H 19.173 4.108 32.106  0.369
H 22.193 4.908 31.822  -0.119
H 20.968 5.906 30.983  0.061
H 21.882 3.566 30.055  0.144
C 25.307 5.266 31.841  -0.228
O 24.421 4.319 31.140  -0.315
H 25.096 6.257 31.438  0.029
H 25.165 5.216 32.920  0.311
H 26.367 5.136 31.623  0.177
H 24.292 4.514 30.209  0.206